# 1
{"formula": "C8H28BrO6", "method": "wB97M-V/def2-TZVPD", "species": ["Br", "C", "C", "C", "O", "H", "H", "H", "H", "H", "H", "H", "H", "C", "O", "H", "H", "H", "H", "C", "O", "H", "H", "H", "H", "C", "O", "H", "H", "H", "H", "C", "O", "H", "H", "H", "H", "C", "O", "H", "H", "H", "H"], "positions_angstrom": [[-1.3279, 0.2826, -0.4477], [3.2733, -3.5839, 2.8159], [3.6787, -2.3182, 2.0563], [5.2038, -2.1950, 1.8695], [3.2076, -2.3837, 0.7367], [2.1904, -3.6786, 2.8972], [3.5591, -3.5023, 3.8646], [3.6593, -4.4696, 2.3113], [3.2688, -1.4182, 2.5146], [5.6342, -3.0696, 1.3817], [5.6858, -1.9312, 2.8109], [5.3406, -1.3069, 1.2525], [2.3424, -1.9678, 0.7301], [-1.2265, -3.4355, -4.2260], [-0.0660, -2.9065, -3.5412], [-1.9378, -2.6262, -4.3908], [-0.9831, -3.6762, -5.2609], [-1.6392, -4.2928, -3.6943], [-0.2822, -2.2116, -2.9151], [-0.2742, 1.8175, 4.4238], [-0.8843, 2.6363, 3.4035], [-0.0145, 2.4099, 5.3011], [-0.9684, 1.0103, 4.6572], [0.6930, 1.4647, 4.0658], [-0.9326, 2.0445, 2.6490], [-2.4043, 4.4542, -3.1655], [-3.2989, 3.4014, -3.5243], [-1.3700, 4.1192, -3.2438], [-2.6273, 5.3475, -3.7489], [-2.5764, 4.8280, -2.1561], [-2.8881, 2.5896, -3.2181], [-6.6918, -0.0040, -0.5093], [-5.9226, -1.1830, -0.6130], [-6.6143, 0.3391, 0.5223], [-6.5147, 0.8165, -1.2046], [-7.7175, -0.3667, -0.5775], [-5.0000, -0.9203, -0.6529], [2.9976, 2.6787, -0.3142], [2.2168, 3.1184, -1.4144], [3.6277, 1.8234, -0.5579], [3.6351, 3.4822, 0.0548], [2.4261, 2.3244, 0.5437], [1.5224, 2.4593, -1.4860]], "nbo_charge": [-1.00, -0.63, 0.10, -0.62, -0.73, 0.21, 0.20, 0.21, 0.16, 0.21, 0.20, 0.22, 0.48, -0.25, -0.75, 0.17, 0.16, 0.17, 0.49, -0.25, -0.73, 0.17, 0.17, 0.16, 0.49, -0.25, -0.73, 0.18, 0.16, 0.16, 0.48, -0.25, -0.73, 0.16, 0.17, 0.16, 0.48, -0.25, -0.73, 0.15, 0.16, 0.17, 0.49], "gap_ev": 7.521, "total_charge": -1, "e_tot_ev": -91077.674, "e_above_lowest_kcal_mol": 33.07}


# 2
{"formula": "C26H36ClInN3O2", "method": "wB97M-V/def2-TZVPD", "species": ["In", "Cl", "N", "N", "C", "C", "C", "C", "C", "C", "H", "H", "H", "H", "H", "H", "C", "C", "C", "C", "H", "H", "H", "H", "H", "H", "O", "H", "H", "O", "H", "H", "C", "C", "C", "H", "H", "C", "C", "H", "C", "C", "C", "C", "H", "C", "H", "H", "H", "H", "H", "H", "H", "H", "C", "C", "C", "C", "C", "C", "N", "H", "H", "H", "H", "H", "H", "H", "H"], "positions_angstrom": [[-0.2111, 1.6519, -0.0094], [-1.6635, 3.1259, 2.8802], [1.9320, 0.1720, -0.2618], [-2.2055, 0.5417, -0.2524], [2.7828, 0.8467, -1.0027], [-2.9168, 0.8892, -1.2894], [2.6275, -1.0742, 0.1331], [4.0875, -0.6366, 0.0472], [2.3580, -2.1509, -0.9076], [2.2124, -1.5213, 1.5128], [2.6879, -1.8273, -1.9059], [1.2875, -2.3727, -0.9493], [2.9090, -3.0569, -0.6319], [2.2724, -0.6955, 2.2224], [2.8710, -2.3352, 1.8438], [1.1794, -1.8814, 1.5135], [-2.9493, -0.4847, 0.5171], [-4.3154, -0.4596, -0.1585], [-2.9836, -0.0704, 1.9696], [-2.2863, -1.8311, 0.3194], [-2.2486, -2.0778, -0.7512], [-2.8736, -2.5970, 0.8414], [-1.2669, -1.8185, 0.7202], [-3.4627, 0.9106, 2.0668], [-1.9639, -0.0122, 2.3715], [-3.5544, -0.8093, 2.5428], [-4.1075, 0.3192, -1.3980], [-5.0812, 0.0719, 0.4248], [-4.7061, -1.4367, -0.4675], [4.0560, 0.4746, -0.9249], [4.7938, -1.3823, -0.3367], [4.4537, -0.2167, 0.9955], [2.4094, 1.9021, -1.9905], [-2.4614, 1.8275, -2.3502], [-1.1679, 1.3153, -2.9226], [-2.3155, 2.8150, -1.8760], [-3.2567, 1.9098, -3.0993], [-0.0239, 1.4133, -2.1699], [1.2268, 1.3726, -2.7498], [-0.4929, 2.6001, 2.6873], [1.3499, 0.7690, -4.0228], [0.1874, 0.4143, -4.7042], [2.6913, 0.4723, -4.6053], [-1.0743, 0.7128, -4.1997], [0.2722, -0.0628, -5.6791], [-2.3139, 0.3769, -4.9536], [-2.0572, -0.1895, -5.8528], [-2.8480, 1.2848, -5.2596], [-2.9944, -0.2298, -4.3426], [3.2815, 1.3870, -4.7414], [2.5598, -0.0010, -5.5857], [3.2701, -0.2177, -3.9750], [3.2741, 2.1093, -2.6287], [2.1578, 2.8181, -1.4266], [-0.9732, -2.3549, 3.7752], [-0.3226, -1.1136, 4.2308], [-0.1367, -0.7127, 5.5916], [0.5994, 0.4831, 5.5514], [0.8274, 0.7599, 4.1664], [1.6649, 1.8612, 3.6506], [0.2233, -0.1851, 3.3941], [-0.8856, -3.1193, 4.5586], [-0.5027, -2.7458, 2.8623], [-2.0453, -2.1988, 3.5818], [-0.4962, -1.2752, 6.4465], [0.9612, 1.0988, 6.3632], [1.2223, 2.8376, 3.8929], [2.6500, 1.8321, 4.1422], [1.8251, 1.7778, 2.5659]], "nbo_charge": [0.60, -0.32, -0.56, -0.61, 0.62, 0.63, 0.05, -0.08, -0.61, -0.60, 0.20, 0.22, 0.20, 0.26, 0.19, 0.23, 0.05, -0.08, -0.62, -0.61, 0.20, 0.21, 0.24, 0.22, 0.28, 0.20, -0.49, 0.19, 0.19, -0.50, 0.19, 0.19, -0.52, -0.49, -0.07, 0.26, 0.23, -0.49, 0.04, 0.31, -0.04, -0.25, -0.63, -0.01, 0.19, -0.63, 0.21, 0.21, 0.21, 0.21, 0.21, 0.21, 0.23, 0.26, -0.62, 0.03, -0.36, -0.38, 0.05, -0.65, -0.57, 0.20, 0.19, 0.18, 0.18, 0.18, 0.19, 0.20, 0.22], "gap_ev": 5.088, "total_charge": -1, "e_tot_ev": -53807.844}


# 3
{"formula": "C23H27N3O3S", "method": "wB97M-V/def2-TZVPD", "species": ["C", "C", "C", "C", "C", "C", "C", "C", "C", "N", "C", "H", "H", "C", "N", "C", "O", "C", "C", "C", "C", "C", "C", "H", "H", "S", "O", "O", "N", "C", "C", "C", "C", "C", "H", "H", "H", "H", "H", "H", "H", "H", "H", "H", "H", "H", "H", "H", "H", "H", "H", "H", "H", "H", "H", "H", "H"], "positions_angstrom": [[1.0578, 3.6005, 2.5309], [1.5985, 2.2304, 2.7305], [0.9803, 1.1537, 3.2972], [1.9000, 0.0699, 3.2811], [1.8403, -1.2603, 3.6945], [2.9479, -2.0580, 3.5112], [4.1161, -1.5551, 2.9335], [4.2034, -0.2432, 2.5151], [3.0868, 0.5656, 2.6858], [2.8845, 1.8854, 2.3689], [3.7706, 2.6678, 1.5553], [4.7680, 2.6938, 2.0048], [3.3813, 3.6842, 1.5078], [3.8707, 2.0882, 0.1160], [2.6630, 1.3939, -0.2627], [1.5349, 2.0751, -0.5742], [1.5312, 3.2760, -0.7696], [0.2954, 1.2485, -0.6969], [-0.6963, 1.7042, -1.5637], [-1.8861, 1.0114, -1.6913], [-2.0845, -0.1306, -0.9387], [-1.1267, -0.5770, -0.0489], [0.0693, 0.1099, 0.0737], [0.7927, -0.2283, 0.8011], [-1.3396, -1.4451, 0.5548], [-3.6210, -1.0517, -1.1145], [-3.8349, -1.7778, 0.1021], [-4.6258, -0.1430, -1.5800], [-3.3921, -2.1720, -2.3107], [-3.3698, -1.7221, -3.6805], [-1.9461, -1.5092, -4.1997], [-1.1243, -2.7784, -3.9832], [-1.1336, -3.1512, -2.5020], [-2.5768, -3.3258, -2.0237], [-2.6293, -3.4845, -0.9466], [-3.0259, -4.1907, -2.5262], [-0.6465, -2.3613, -1.9260], [-0.5854, -4.0802, -2.3391], [-0.0993, -2.6257, -4.3264], [-1.5576, -3.5951, -4.5653], [-1.4780, -0.6788, -3.6669], [-1.9840, -1.2564, -5.2602], [-3.9549, -0.8032, -3.7161], [-3.8727, -2.4800, -4.2930], [-2.6748, 1.3518, -2.3436], [-0.5153, 2.6103, -2.1222], [2.5944, 0.4233, -0.0017], [4.0248, 2.9092, -0.5872], [4.6996, 1.3849, 0.0361], [5.1170, 0.1374, 2.0823], [4.9686, -2.2076, 2.8151], [2.9224, -3.0915, 3.8237], [0.9415, -1.6491, 4.1490], [-0.0192, 1.1304, 3.6832], [1.6518, 4.3364, 3.0742], [1.0487, 3.8769, 1.4764], [0.0381, 3.6383, 2.9033]], "nbo_charge": [-0.67, 0.21, -0.31, -0.11, -0.19, -0.24, -0.22, -0.28, 0.19, -0.38, -0.23, 0.21, 0.23, -0.24, -0.61, 0.67, -0.63, -0.14, -0.16, -0.20, -0.32, -0.21, -0.14, 0.22, 0.24, 2.34, -0.94, -0.94, -0.68, -0.23, -0.42, -0.40, -0.42, -0.23, 0.24, 0.20, 0.20, 0.21, 0.21, 0.19, 0.20, 0.21, 0.24, 0.20, 0.24, 0.24, 0.41, 0.23, 0.21, 0.21, 0.21, 0.21, 0.21, 0.23, 0.22, 0.25, 0.24], "gap_ev": 8.146, "e_tot_ev": -45738.436, "smiles": "Cc1cc2ccccc2n1CCNC(=O)c1ccc(S(=O)(=O)N2CCCCC2)cc1", "e_above_lowest_kcal_mol": 18.41}